# 1
Density functional theory data (ωB97M-V with the def2-TZVPD basis set) for the molecule C4H8N4O in a non-equilibrium geometry.

Each line ends with the natural charge from an NBO analysis.
Element x y z (Å)
C1 -1.63395 0.90521 -0.44751  -0.622
C2 -0.59729 -0.23963 -0.55941  0.105
O1 -1.34069 -1.37152 -0.00186  -0.693
C3 0.00345 -0.34296 -1.98363  -0.022
N1 1.32800 -0.32640 -1.99075  -0.195
N2 1.80560 0.05754 -0.65758  -0.395
C4 0.74714 0.00301 0.11128  0.370
N3 0.69932 0.15158 1.45863  -0.428
N4 1.81318 0.07215 2.33406  -0.627
H1 -2.22854 0.81486 0.57146  0.226
H2 -2.33550 0.53243 -1.20816  0.229
H3 -1.17566 1.95252 -0.59400  0.238
H4 -0.74759 -2.14356 -0.31264  0.481
H5 -0.67507 -0.65133 -2.82746  0.209
H6 -0.28275 -0.04048 1.85038  0.399
H7 2.16740 1.05474 2.52371  0.358
H8 2.45295 -0.42819 1.73348  0.367

Output
- E_tot: -451.3670 Ha
- HOMO level: -8.7 eV
- Strongest force on any atom: 3.812 eV/A
- Charge: 0
- ΔE to the lowest compared entry with this formula, charge and spin: 94.90 kcal/mol
- Kohn-Sham gap: 8.993 eV
- Multiplicity: 1
- SMILES: C[C@@]1(O)C=NN=C1NN

=====

# 2
Density functional theory data (ωB97M-V with the def2-TZVPD basis set) for a structure of composition C4H8N4O2S in a non-equilibrium geometry.

Each line ends with the natural charge from an NBO analysis.
Element x y z (Å)
C1 -3.08479 0.12721 1.26043  0.171
C2 -2.47726 -0.17760 -0.73858  0.208
C3 2.73232 1.37250 -0.24569  0.004
C4 3.03768 -0.89601 -0.60290  -0.429
N1 -2.04904 -0.33102 0.52511  -0.521
N2 -4.11540 0.43687 0.57521  -0.269
N3 -3.74295 0.15497 -0.71289  -0.341
N4 2.20351 0.23061 -0.37712  -0.428
O1 0.17819 0.64384 1.94934  -0.944
O2 0.53292 -1.69424 1.08868  -0.936
S1 0.15815 -0.32707 0.83723  1.724
H1 -3.12428 0.15950 2.29033  0.214
H2 3.88409 1.66292 -0.25342  0.133
H3 2.18791 2.21979 -0.15197  0.168
H4 -1.78453 -0.29029 -1.65488  0.236
H5 4.08961 -0.55530 -0.85975  0.177
H6 2.89528 -1.55749 0.17422  0.229
H7 2.74759 -1.54621 -1.62829  0.197
H8 -4.26900 0.36700 -1.47508  0.408

Output
- E_tot: -924.8011 Ha
- HOMO level: -8.5 eV
- Strongest force on any atom: 5.038 eV/A
- Charge: 0
- ΔE to the lowest compared entry with this formula, charge and spin: 37.91 kcal/mol
- Kohn-Sham gap: 9.067 eV
- Multiplicity: 1

=====

# 3
Density functional theory data (ωB97M-V with the def2-TZVPD basis set) for the molecule C4H8N4O3 in a non-equilibrium geometry.

Each line ends with the natural charge from an NBO analysis.
Element x y z (Å)
C1 0.67614 0.23245 0.61415  -0.226
C2 -1.23251 -0.84057 1.75715  0.062
C3 0.24864 -0.46156 -0.73793  -0.104
C4 -0.38664 0.57325 -1.73478  -0.606
N1 -1.12105 1.62635 1.22572  0.287
N2 -0.58476 0.30692 1.38913  -0.284
N3 -0.52980 -1.62440 -0.44713  -0.378
N4 0.09833 -2.68334 -0.05872  0.599
O1 -2.06234 1.93417 1.89526  -0.250
O2 -0.60655 -3.45743 0.50512  -0.441
O3 1.31237 -2.78305 -0.22414  -0.486
H1 1.29289 -0.37380 1.18920  0.221
H2 1.00919 1.31622 0.44409  0.241
H3 -0.66823 -1.65572 2.09203  0.226
H4 -2.34488 -0.91007 1.70696  0.248
H5 1.24784 -0.75167 -1.20507  0.249
H6 -0.26461 0.05892 -2.59462  0.222
H7 0.03772 1.63642 -1.67784  0.216
H8 -1.41027 0.64314 -1.35678  0.205

Output
- E_tot: -601.6443 Ha
- HOMO level (spin up / spin down): -9.4 / -9.4 eV
- Strongest force on any atom: 4.824 eV/A
- Charge: 0
- ΔE to the lowest compared entry with this formula, charge and spin: 252.98 kcal/mol
- Kohn-Sham gap (spin up / spin down): 7.264 / 7.261 eV
- Multiplicity: 1

=====

# 4
Density functional theory data (ωB97M-V with the def2-TZVPD basis set) for the molecule C4H8N4O3 in a non-equilibrium geometry.

Each line ends with the natural charge from an NBO analysis.
Element x y z (Å)
C1 1.73353 0.68989 -1.44507  -0.448
N1 0.64284 1.30751 -0.79941  -0.406
C2 -0.16109 0.80085 -0.00182  0.651
N2 -1.25766 1.23868 0.67984  -0.678
C3 -2.35459 1.92838 0.18242  0.556
O1 -3.36875 2.08351 0.79775  -0.546
N3 0.23119 -0.84732 0.32963  -0.319
C4 0.75895 -1.44360 1.53606  -0.455
N4 -0.37241 -1.68987 -0.50455  0.626
O2 -1.00412 -1.23519 -1.46471  -0.457
O3 -0.15089 -2.84828 -0.29768  -0.428
H1 2.21322 1.39546 -2.12060  0.217
H2 1.33018 -0.07956 -2.17194  0.225
H3 2.45982 0.16418 -0.74922  0.210
H4 -1.32498 0.90427 1.72711  0.434
H5 -2.25825 2.27671 -0.94833  0.143
H6 0.37987 -2.44075 1.47037  0.264
H7 1.83651 -1.38590 1.34134  0.202
H8 0.66664 -0.81895 2.43884  0.207

Output
- E_tot: -601.7774 Ha
- HOMO level: -10.2 eV
- Strongest force on any atom: 4.387 eV/A
- Charge: 0
- ΔE to the lowest compared entry with this formula, charge and spin: 169.49 kcal/mol
- Kohn-Sham gap: 10.636 eV
- Multiplicity: 1
- SMILES: C/N=C(/NC=O)N(C)[N+](=O)[O-]

=====

# 5
Density functional theory data (ωB97M-V with the def2-TZVPD basis set) for the ion C4H8NO with charge -1 in a non-equilibrium geometry.

Each line ends with the natural charge from an NBO analysis.
Element x y z (Å)
C1 0.63574 1.39129 -0.24513  -0.621
C2 -0.46366 0.71414 0.51749  -0.187
C3 -0.51132 -0.79100 0.40502  -0.142
C4 0.62190 -1.38906 -0.37068  -0.629
N1 -1.39377 0.05032 -0.46475  -0.116
O1 -2.68213 0.06645 -0.22898  -0.804
H1 0.68098 1.08811 -1.33056  0.221
H2 1.57463 1.06117 0.32197  0.171
H3 0.51065 2.53665 -0.06909  0.191
H4 -0.76561 1.20102 1.38956  0.180
H5 -0.81064 -1.36716 1.41340  0.160
H6 0.98330 -2.27529 0.30869  0.169
H7 1.39099 -0.70560 -0.33837  0.192
H8 0.22895 -1.58104 -1.30856  0.215

Output
- E_tot: -287.0579 Ha
- HOMO level: -1.4 eV
- Strongest force on any atom: 5.089 eV/A
- Charge: -1
- ΔE to the lowest compared entry with this formula, charge and spin: 50.37 kcal/mol
- Kohn-Sham gap: 5.756 eV
- Multiplicity: 1
- SMILES: C[C@@H]1[C@H](C)N1[O-]

=====

# 6
Density functional theory data (ωB97M-V with the def2-TZVPD basis set) for a cluster of 2 separate species, C4H8NO in total in a non-equilibrium geometry.

Each line ends with the natural charge from an NBO analysis.
Element x y z (Å)
C1 -0.74789 1.32774 -0.36541  0.115
C2 -3.28129 0.72940 -1.27714  0.473
C3 1.88839 -1.21509 0.34249  -0.632
C4 0.46073 -0.66113 0.67197  -0.216
N1 0.38299 0.77723 0.05053  -0.434
O1 -4.33936 0.39858 -1.07631  -0.408
H1 -1.68243 0.74212 -0.42548  0.214
H2 -0.78820 2.38933 -0.77199  0.243
H3 1.35920 1.27039 0.02629  0.458
H4 2.03328 -2.12293 0.88796  0.255
H5 2.03670 -1.41626 -0.78449  0.241
H6 2.64683 -0.43579 0.73258  0.218
H7 0.37313 -0.52880 1.76810  0.241
H8 -0.34209 -1.25479 0.22091  0.231

Output
- E_tot: -286.8892 Ha
- HOMO level: -16.9 eV
- Strongest force on any atom: 3.214 eV/A
- Charge: +1
- ΔE to the lowest compared entry with this formula, charge and spin: 33.42 kcal/mol
- Kohn-Sham gap: 11.727 eV
- Multiplicity: 1

=====

# 7
Density functional theory data (ωB97M-V with the def2-TZVPD basis set) for a cluster of 2 separate species, C4H8NO in total in a non-equilibrium geometry.

Each line ends with the natural charge from an NBO analysis.
Element x y z (Å)
C1 -1.02510 0.35024 -0.05727  0.334
C2 -1.23541 1.59262 -0.28778  -0.477
C3 1.25198 0.11682 -0.04138  0.561
C4 -1.55312 -0.95168 0.23747  -0.741
N1 2.28417 -0.71378 -0.23115  -0.773
O1 1.51384 1.31655 0.33856  -0.636
H1 -0.48945 2.34228 -0.47117  0.284
H2 -2.25724 1.96471 -0.28934  0.290
H3 -0.94276 -1.75236 -0.16979  0.267
H4 -2.53807 -1.02929 -0.23227  0.282
H5 -1.65494 -1.11108 1.31032  0.267
H6 3.24072 -0.43590 -0.03403  0.410
H7 2.13734 -1.65028 -0.57022  0.435
H8 2.45963 1.54736 0.46431  0.498

Output
- E_tot: -286.8419 Ha
- HOMO level: -15.0 eV
- Strongest force on any atom: 2.444 eV/A
- Charge: +1
- ΔE to the lowest compared entry with this formula, charge and spin: 63.13 kcal/mol
- Kohn-Sham gap: 10.520 eV
- Multiplicity: 1

=====

# 8
Density functional theory data (ωB97M-V with the def2-TZVPD basis set) for the ion C4H8NO with charge +1 in a non-equilibrium geometry.

Each line ends with the natural charge from an NBO analysis.
Element x y z (Å)
C1 1.75498 1.61555 -0.02742  0.444
N1 1.38425 0.53747 0.04647  -0.194
C2 0.62840 -0.68118 0.44027  0.266
O1 1.53412 -1.55084 -0.06592  -0.697
C3 -0.68383 -0.68659 -0.25641  -0.468
C4 -1.53080 0.52636 -0.01554  -0.627
H1 2.11388 2.64926 0.03526  0.313
H2 0.65410 -0.76557 1.58344  0.254
H3 1.39512 -1.99965 -0.91106  0.515
H4 -0.46575 -0.69239 -1.32108  0.232
H5 -1.36760 -1.47537 0.18316  0.278
H6 -1.41317 0.88058 1.09009  0.211
H7 -2.56987 0.21207 -0.16522  0.250
H8 -1.43385 1.43031 -0.61604  0.224

Output
- E_tot: -286.8514 Ha
- HOMO level: -16.2 eV
- Strongest force on any atom: 3.821 eV/A
- Charge: +1
- ΔE to the lowest compared entry with this formula, charge and spin: 57.14 kcal/mol
- Kohn-Sham gap: 11.397 eV
- Multiplicity: 1
- SMILES: C#[N+][C@H](O)CC

=====

no.,M (g mol⁻¹)
1,128.135
2,176.201
3,160.133
4,160.133
5,86.114
6,86.114
7,86.114
8,86.114